(1)
{"formula": "C6H7NO", "method": "ωB97M-V with the def2-TZVPD basis set", "symbols": ["C", "C", "C", "C", "C", "C", "H", "H", "H", "H", "H", "H", "H", "N", "O"], "positions_angstrom": [[0.701, 0.013, 1.185], [-0.653, 0.548, 0.648], [-0.188, 1.430, -0.540], [1.133, -0.603, -0.108], [-0.070, -1.485, -0.007], [-1.108, -0.801, 0.357], [-1.140, 1.169, 1.533], [-0.994, 1.528, -1.288], [0.252, 2.498, -0.129], [0.278, -0.001, -1.990], [2.146, -1.155, -0.643], [0.061, -2.478, -0.436], [-2.179, -1.127, 0.213], [0.906, 0.515, -1.212], [0.853, -0.051, 2.417]], "forces_ev_per_angstrom": [[-0.2, 1.2, 4.5], [0.0, 3.5, 2.7], [1.1, 0.1, -0.1], [3.1, -0.7, -3.5], [2.2, -2.6, -2.6], [-4.4, 0.1, -1.0], [0.6, -1.5, -2.0], [0.4, 0.6, 0.4], [-1.1, -2.8, -1.2], [2.1, 1.3, 2.1], [-2.6, 1.4, 2.8], [-0.6, 0.0, 0.4], [1.3, 0.3, 0.7], [-3.2, -0.9, 0.3], [1.2, -0.1, -3.5]], "e_above_lowest_ev": 3.724, "fmax_ha_per_bohr": 0.092, "homo_ev": -9.35, "energy_ev": -9868.9338, "orbital_gap_ha": 0.373, "smiles": "O=C1[C@@H]2C=C[C@H]1NC2"}



(2)
{"formula": "C6H7NO", "method": "ωB97M-V with the def2-TZVPD basis set", "symbols": ["C", "C", "C", "C", "C", "C", "H", "H", "H", "H", "H", "H", "H", "N", "O"], "positions_angstrom": [[1.648, 0.838, -0.007], [0.309, 0.308, 0.104], [-1.552, -0.587, 0.496], [-0.869, -1.394, -0.743], [0.323, -0.816, -0.838], [-1.106, 0.950, -0.105], [2.064, 1.453, 1.099], [2.644, -0.117, -0.256], [1.424, 1.596, -1.080], [-0.388, 0.379, 2.116], [-2.590, -0.781, 0.973], [-1.242, -2.466, -0.971], [1.210, -0.855, -1.571], [-0.175, -0.380, 1.345], [-1.700, 1.872, -0.561]], "forces_ev_per_angstrom": [[4.7, 3.1, 0.2], [0.2, -0.7, 1.4], [1.8, 1.3, -0.8], [-1.9, -2.2, 2.7], [-0.1, -0.4, -3.0], [-1.6, -2.0, -0.8], [-1.3, -1.5, -3.8], [-3.4, 3.2, 0.8], [1.7, -1.9, 3.4], [0.5, -1.6, -1.8], [2.1, 0.0, -0.8], [0.6, 2.3, -0.3], [-1.9, -0.6, 1.2], [-2.5, 1.2, 0.8], [1.0, -0.2, 0.7]], "e_above_lowest_ev": 6.215, "fmax_ha_per_bohr": 0.109, "homo_ev": -9.51, "energy_ev": -9866.4428, "orbital_gap_ha": 0.378}



(3)
{"formula": "C6H7NO", "method": "ωB97M-V with the def2-TZVPD basis set", "symbols": ["C", "C", "C", "C", "C", "C", "N", "O", "H", "H", "H", "H", "H", "H", "H"], "positions_angstrom": [[2.668, 0.976, 0.202], [1.274, 0.572, -0.227], [0.460, -0.736, -0.041], [0.153, 1.478, 0.280], [-0.985, -0.469, -0.005], [-2.028, -1.539, -0.183], [3.738, 1.052, 0.620], [-1.148, 0.858, 0.137], [1.230, 0.697, -1.354], [1.015, -1.602, -0.180], [0.226, 1.557, 1.320], [0.207, 2.545, -0.184], [-2.521, -1.637, 0.862], [-1.460, -2.448, -0.300], [-2.828, -1.303, -0.947]], "forces_ev_per_angstrom": [[-1.5, -1.8, 0.6], [-2.0, 0.6, -2.1], [-3.3, 1.7, 0.5], [0.2, 2.5, -0.8], [7.1, -1.3, -0.6], [-1.2, 1.5, 2.3], [-0.3, 0.4, -0.4], [-0.8, 0.5, -1.1], [0.7, 0.0, 1.0], [0.1, -1.9, -0.2], [0.5, 0.5, 1.8], [-0.7, -2.0, 0.7], [0.3, 0.1, -1.7], [-0.2, -0.3, -0.6], [1.1, -0.4, 0.8]], "e_above_lowest_ev": 2.430, "fmax_ha_per_bohr": 0.141, "homo_ev": -8.44, "energy_ev": -9870.2281, "orbital_gap_ha": 0.338, "smiles": "CC1=C[C@H](C#N)CO1"}



(4)
{"formula": "C6H7NO", "method": "ωB97M-V with the def2-TZVPD basis set", "symbols": ["C", "C", "C", "C", "C", "C", "H", "H", "H", "H", "H", "H", "H", "N", "O"], "positions_angstrom": [[2.377, -0.751, -0.399], [1.171, -0.971, 0.123], [0.290, -0.067, 0.838], [-2.688, -0.320, -0.343], [0.297, 1.360, 0.433], [0.263, 2.418, -0.119], [2.729, -1.606, -1.005], [3.007, 0.166, -0.432], [0.819, -2.010, 0.036], [0.537, -0.029, 1.874], [-3.289, -0.053, 0.558], [-3.281, -0.248, -1.224], [0.192, 3.237, -0.773], [-1.442, -0.552, -0.410], [-0.983, -0.573, 0.845]], "forces_ev_per_angstrom": [[0.2, -0.4, -0.9], [2.0, -0.9, -1.1], [0.7, 1.8, 1.2], [-1.0, 0.6, 0.0], [0.3, -0.8, -0.7], [-0.1, -0.2, -0.1], [0.4, 0.6, 0.6], [-1.0, -0.6, 0.2], [-0.2, 0.7, 0.1], [0.4, -0.4, 1.1], [1.1, -0.5, -0.2], [0.1, -0.3, -1.0], [0.0, 0.7, 0.0], [-2.5, 0.1, -1.3], [-0.4, -0.4, 2.0]], "e_above_lowest_ev": 5.222, "fmax_ha_per_bohr": 0.055, "homo_ev": -9.70, "energy_ev": -9867.4354, "orbital_gap_ha": 0.398, "smiles": "C#C[C@H](C=C)ON=C"}



(5)
{"formula": "C6H7NO2", "method": "ωB97M-V with the def2-TZVPD basis set", "symbols": ["C", "C", "C", "C", "C", "C", "N", "O", "O", "H", "H", "H", "H", "H", "H", "H"], "positions_angstrom": [[-1.742, 0.229, 0.996], [0.899, -1.752, -0.324], [0.635, -0.806, -1.517], [-0.179, 1.902, 0.279], [0.516, 0.653, 0.687], [0.140, -0.604, -0.032], [-0.695, 1.185, 1.376], [-2.870, 0.234, 1.352], [-1.257, -0.760, 0.159], [0.360, -2.757, -0.299], [1.962, -1.966, -0.108], [1.374, -0.021, -1.586], [-0.047, -1.101, -2.262], [0.247, 2.819, 0.567], [-0.797, 1.932, -0.607], [1.453, 0.813, 1.322]], "forces_ev_per_angstrom": [[0.7, 0.0, -0.2], [1.7, -3.8, -1.1], [0.3, 0.2, 3.6], [0.0, -0.1, -1.5], [1.1, 1.2, 1.4], [-1.3, 2.0, -1.3], [-1.2, -2.6, 1.2], [-0.1, 0.3, 0.1], [0.0, 0.5, 0.9], [0.4, 1.7, -0.3], [-0.7, 0.7, 0.5], [0.2, -0.4, -1.1], [-0.6, 0.0, -0.8], [0.5, 1.1, 0.1], [0.2, -0.1, -0.4], [-1.3, -0.8, -1.2]], "e_above_lowest_ev": 2.468, "fmax_ha_per_bohr": 0.084, "homo_ev": -9.54, "energy_ev": -11917.9637, "orbital_gap_ha": 0.383, "smiles": "O=C1OC2(CC2)[C@H]2CN12"}



(6)
{"formula": "C6H7NO4S", "method": "ωB97M-V with the def2-TZVPD basis set", "symbols": ["C", "C", "C", "C", "C", "C", "N", "O", "O", "O", "O", "S", "H", "H", "H", "H", "H", "H", "H"], "positions_angstrom": [[1.231, -2.089, 0.952], [-0.344, 0.615, 0.898], [1.652, -0.775, 1.034], [-1.737, 1.966, -0.157], [-2.453, 0.805, 0.394], [2.504, 0.092, -1.622], [1.197, -3.232, 0.773], [0.819, 0.232, 1.049], [3.082, 1.269, 0.724], [-0.476, 1.854, 0.374], [-1.492, 0.014, 1.141], [3.138, -0.092, 0.212], [-1.753, 1.855, -1.283], [-2.036, 2.893, 0.098], [-3.304, 1.018, 1.111], [-2.883, 0.120, -0.349], [1.521, 0.392, -1.332], [2.942, 1.036, -2.154], [2.694, -0.738, -2.190]], "forces_ev_per_angstrom": [[0.7, -0.2, -0.5], [1.1, 0.8, -0.4], [2.9, -1.8, -0.3], [0.2, -1.7, -3.0], [-3.7, -1.9, 1.8], [1.2, 4.1, 2.1], [-0.5, -0.5, 0.1], [-3.6, 2.6, -0.1], [0.4, 1.8, 0.3], [2.2, -1.0, 0.8], [0.9, 0.2, -0.4], [-0.4, -1.9, -1.0], [0.5, 0.4, 1.0], [-1.7, 2.9, 0.8], [1.1, 0.0, -0.7], [0.3, 0.3, 0.0], [-1.1, -0.3, -0.7], [-0.3, -1.7, 1.3], [-0.1, -2.3, -1.2]], "e_above_lowest_ev": 4.790, "fmax_ha_per_bohr": 0.092, "homo_ev": -7.49, "energy_ev": -26844.1541, "orbital_gap_ha": 0.274}



(7)
{"formula": "C6H7NO5S", "method": "ωB97M-V with the def2-TZVPD basis set", "symbols": ["C", "C", "C", "C", "C", "C", "N", "O", "O", "O", "O", "O", "S", "H", "H", "H", "H", "H", "H", "H"], "positions_angstrom": [[-1.316, 2.210, 0.912], [0.177, 1.631, 4.265], [-0.501, -1.189, -0.287], [0.298, -0.150, -1.024], [0.025, 1.895, 0.474], [-0.307, -0.477, 1.045], [0.446, 0.520, 0.292], [0.808, 1.809, 3.333], [-1.901, 3.218, 1.217], [-0.442, 1.463, 5.216], [-2.913, -0.079, 0.913], [-1.944, 0.317, 3.141], [-1.852, 0.566, 1.701], [-1.644, -1.053, -0.514], [-0.231, -2.343, -0.417], [1.301, -0.403, -1.424], [-0.194, 0.634, -1.730], [0.398, 2.612, -0.247], [0.394, -0.910, 1.782], [1.453, 0.491, 0.530]], "forces_ev_per_angstrom": [[3.2, -0.3, 1.2], [-1.0, -0.2, 1.5], [-3.6, -3.5, -1.1], [0.2, 1.7, -1.6], [-2.9, 1.5, -0.5], [0.2, 0.4, 0.6], [2.9, 2.9, 0.4], [1.6, 0.3, -2.1], [-0.3, -0.3, -0.8], [-0.4, -0.1, 1.0], [0.4, 1.3, 0.3], [0.5, 1.2, -1.2], [-0.8, -4.8, 0.1], [2.0, -0.7, 0.2], [-0.5, 2.7, 0.5], [-0.7, -0.1, 0.2], [0.5, -1.9, 1.0], [0.5, -0.2, 0.1], [-1.1, 0.1, 0.1], [-0.6, 0.1, 0.2]], "e_above_lowest_ev": 2.742, "fmax_ha_per_bohr": 0.101, "homo_ev": -8.68, "energy_ev": -28894.1164, "orbital_gap_ha": 0.311, "smiles": "O=S1(=O)C([O-])=C[N@@H+]2CC[C@@H]21.O=C=O"}



(8)
{"formula": "C6H7NS", "method": "ωB97M-V with the def2-TZVPD basis set", "symbols": ["C", "C", "C", "C", "C", "C", "H", "H", "H", "H", "H", "H", "H", "N", "S"], "positions_angstrom": [[-2.056, 0.411, -0.005], [-0.794, -0.049, -0.002], [-0.426, -1.522, 0.002], [1.589, -0.246, -0.005], [0.463, 0.723, 0.001], [0.627, 2.044, 0.006], [-2.895, -0.236, 0.010], [-2.239, 1.502, -0.011], [-0.775, -2.038, 0.873], [-0.789, -2.045, -0.873], [1.612, -2.300, 0.013], [1.644, 2.436, -0.001], [-0.197, 2.733, -0.004], [1.029, -1.474, 0.000], [3.207, 0.059, -0.002]], "forces_ev_per_angstrom": [[1.6, 1.1, 0.0], [-1.1, 0.0, 0.0], [0.6, 0.5, -0.3], [0.1, -0.5, 0.1], [-0.1, 0.3, 0.0], [0.5, -0.3, -0.1], [-0.6, -0.5, 0.0], [0.0, -0.8, 0.0], [-0.3, -0.3, 0.6], [-0.2, -0.1, -0.3], [-0.1, 0.2, 0.0], [-0.2, 0.0, 0.0], [-0.2, 0.1, 0.0], [0.3, 0.2, 0.0], [-0.2, 0.0, 0.0]], "e_above_lowest_ev": 0.827, "fmax_ha_per_bohr": 0.038, "homo_ev": -8.33, "energy_ev": -18659.9219, "orbital_gap_ha": 0.300, "smiles": "C=C1CNC(=S)C1=C"}



Please write out number 5 again, unchanged.
{"formula": "C6H7NO2", "method": "ωB97M-V with the def2-TZVPD basis set", "symbols": ["C", "C", "C", "C", "C", "C", "N", "O", "O", "H", "H", "H", "H", "H", "H", "H"], "positions_angstrom": [[-1.742, 0.229, 0.996], [0.899, -1.752, -0.324], [0.635, -0.806, -1.517], [-0.179, 1.902, 0.279], [0.516, 0.653, 0.687], [0.140, -0.604, -0.032], [-0.695, 1.185, 1.376], [-2.870, 0.234, 1.352], [-1.257, -0.760, 0.159], [0.360, -2.757, -0.299], [1.962, -1.966, -0.108], [1.374, -0.021, -1.586], [-0.047, -1.101, -2.262], [0.247, 2.819, 0.567], [-0.797, 1.932, -0.607], [1.453, 0.813, 1.322]], "forces_ev_per_angstrom": [[0.7, 0.0, -0.2], [1.7, -3.8, -1.1], [0.3, 0.2, 3.6], [0.0, -0.1, -1.5], [1.1, 1.2, 1.4], [-1.3, 2.0, -1.3], [-1.2, -2.6, 1.2], [-0.1, 0.3, 0.1], [0.0, 0.5, 0.9], [0.4, 1.7, -0.3], [-0.7, 0.7, 0.5], [0.2, -0.4, -1.1], [-0.6, 0.0, -0.8], [0.5, 1.1, 0.1], [0.2, -0.1, -0.4], [-1.3, -0.8, -1.2]], "e_above_lowest_ev": 2.468, "fmax_ha_per_bohr": 0.084, "homo_ev": -9.54, "energy_ev": -11917.9637, "orbital_gap_ha": 0.383, "smiles": "O=C1OC2(CC2)[C@H]2CN12"}